1.
Here is 11 unconnected molecules or ions with the total composition C55H48Br4O19S at a distorted geometry from the OMol25 dataset. Energies are from the ωB97M-V functional and the def2-TZVPD basis.

Values from the calculation:
M: 1364.65 g mol⁻¹
HOMO: -0.3644 Eh
E_LUMO: -0.08945 Eh
Kohn-Sham gap: 7.4818 eV

```
! wB97M-V def2-TZVPD RIJCOSX def2/J DEFGRID3
* xyz 0 1
Br -2.0916 -4.2418 -7.8749
C -1.3650 -5.7227 -6.6926
C -1.6105 -7.1986 -7.3176
Br -3.3926 -7.4213 -7.9645
H -1.8908 -5.7348 -5.7379
H -0.4028 -5.3452 -6.3467
H -1.4541 -7.9594 -6.5528
H -1.0195 -7.5207 -8.1750
Br -6.5544 -4.9186 -2.4212
C -7.1295 -3.0229 -2.3049
C -8.6123 -3.0563 -1.9417
Br -9.3536 -1.1673 -2.1741
H -6.9379 -2.4487 -3.2113
H -6.6019 -2.5984 -1.4508
H -8.7479 -3.4285 -0.9262
H -9.1455 -3.7170 -2.6253
O -3.4580 3.9460 -11.4557
S -3.8451 5.2417 -10.8397
O -4.8908 6.1031 -11.4220
O -4.1363 5.0288 -9.1853
C -3.5214 3.9694 -8.4516
C -3.5949 4.4381 -6.9799
C -2.2601 6.2314 -10.7055
H -2.4649 3.8310 -8.6813
H -3.9349 2.9617 -8.4903
H -3.1248 5.3929 -6.7442
H -2.9729 3.7375 -6.4228
H -4.6237 4.3989 -6.6219
H -1.4080 5.6451 -10.3615
H -2.5630 7.0564 -10.0607
H -2.0250 6.6368 -11.6897
C -1.0435 -1.7683 1.1523
C -1.6071 -1.8989 -0.1330
C -1.9088 -0.6948 -0.9302
O -2.4543 -0.7906 -2.0287
C -1.4918 0.5947 -0.2886
C -0.8745 0.6722 0.8702
C -0.6366 -0.4654 1.7271
O -0.0006 -0.3105 2.7764
H -0.6912 -2.7265 1.5048
H -1.6227 -2.9105 -0.5110
H -1.7778 1.4813 -0.8351
H -0.6894 1.7003 1.1441
C 1.8208 3.3033 8.3242
C 3.0932 3.7020 8.4930
C 3.4918 5.1191 8.7510
O 4.6072 5.4953 8.8449
C 2.3153 6.0050 8.8623
C 1.0363 5.5588 8.6077
C 0.6381 4.2227 8.2604
O -0.5267 3.9139 8.0310
H 1.6591 2.2402 8.2246
H 3.9206 3.0078 8.4905
H 2.4664 7.0389 9.1355
H 0.2605 6.2953 8.7560
C 3.1439 8.5796 0.6638
C 2.5346 7.9762 1.7519
C 1.3053 7.2147 1.6868
O 0.6604 6.8665 2.7313
C 0.8657 7.0825 0.3374
C 1.4438 7.7284 -0.7460
C 2.6193 8.5805 -0.6798
O 3.1461 9.2515 -1.5677
H 4.1783 8.8902 0.6556
H 3.0493 8.0110 2.7007
H 0.1651 6.3183 0.0347
H 1.0295 7.4949 -1.7157
C 8.3396 3.1906 2.4158
C 7.4190 3.5241 1.5374
C 6.0056 2.9575 1.6175
O 5.0670 3.2870 0.8982
C 5.8432 1.9811 2.6551
C 6.8048 1.6328 3.5606
C 8.1704 2.1312 3.4836
O 9.0641 1.5323 4.0193
H 9.3345 3.5809 2.2600
H 7.6403 4.1894 0.7160
H 4.9028 1.4971 2.8739
H 6.4023 1.0682 4.3886
C -1.6787 -10.1658 0.6715
C -1.5367 -9.2896 -0.3760
C -0.3081 -8.5808 -0.5713
O -0.2042 -7.7327 -1.4323
C 0.7296 -8.9755 0.4003
C 0.5820 -9.8550 1.3936
C -0.7153 -10.5537 1.6831
O -0.9761 -11.3329 2.6252
H -2.6292 -10.6598 0.8088
H -2.3619 -9.1157 -1.0507
H 1.5382 -8.2629 0.4679
H 1.4030 -10.0221 2.0751
C -5.1225 5.3891 2.1889
C -5.3471 4.0538 2.1579
C -6.1165 3.3375 1.1904
O -6.1413 2.1039 1.0172
C -6.8207 4.2484 0.2723
C -6.6809 5.5979 0.2663
C -5.8217 6.3259 1.2138
O -5.5969 7.5535 1.2013
H -4.5068 5.8259 2.9613
H -4.8221 3.4759 2.9040
H -7.4901 3.7284 -0.3970
H -7.2137 6.2418 -0.4177
C 3.7999 -3.3821 -3.6000
C 3.7679 -3.1055 -2.2769
C 4.4943 -3.9417 -1.3654
O 4.4837 -3.7681 -0.1720
C 5.4653 -4.8299 -1.9561
C 5.4829 -5.0688 -3.2470
C 4.6124 -4.4825 -4.2534
O 4.6118 -4.7704 -5.4529
H 3.0781 -2.9157 -4.2541
H 3.1161 -2.3502 -1.8634
H 6.2680 -5.2409 -1.3618
H 6.2463 -5.7566 -3.5795
C 1.0277 -5.7259 6.8500
C 1.4921 -4.4683 7.0129
C 2.9340 -4.1694 7.0093
O 3.3138 -3.0044 7.0845
C 3.7877 -5.3001 6.6522
C 3.2538 -6.5233 6.4661
C 1.8423 -6.8753 6.5880
O 1.3684 -8.0451 6.5543
H -0.0328 -5.9298 6.8638
H 0.7499 -3.6847 7.0513
H 4.8123 -5.1979 6.3264
H 3.8761 -7.2676 5.9916
*
```


2.
Here is a molecular structure, C55H48IKN2P2SSb from the OMol25 dataset. Energies are from the ωB97M-V functional and the def2-TZVPD basis.

Values from the calculation:
M: 1118.78 g mol⁻¹
HOMO: -0.3439 Eh
E_LUMO: -0.07398 Eh
Kohn-Sham gap: 7.3440 eV
ΔE to the lowest compared entry with this formula, charge and spin: 0.000 eV

```
! wB97M-V def2-TZVPD RIJCOSX def2/J DEFGRID3
* xyz 1 1
K -5.0005 -12.4816 17.3070
C -7.7262 -12.9414 15.0713
N -7.0470 -12.4840 13.8970
C -5.6604 -12.1804 14.1285
P -5.2042 -10.4983 14.8460
C -4.9923 -9.5164 13.3211
C -5.6286 -8.2867 13.1567
C -5.4317 -7.5239 12.0116
C -4.5984 -7.9901 11.0111
C -3.9243 -9.2081 11.1642
C -4.1174 -9.9558 12.3249
C -6.7887 -9.8719 15.5244
C -7.9727 -9.8090 14.7851
C -9.1353 -9.3472 15.3592
C -9.1676 -8.9448 16.6964
C -7.9998 -9.0149 17.4559
C -6.8305 -9.4804 16.8674
C -7.6610 -12.4121 12.6368
C -9.0521 -12.4633 12.5214
C -9.6478 -12.3395 11.2713
C -8.8854 -12.2155 10.1254
C -7.5081 -12.2201 10.2346
C -6.8937 -12.2731 11.4790
P -7.6122 -14.7760 15.5849
C -6.2105 -15.3279 14.5261
C -4.9919 -15.6431 15.1187
C -3.8904 -15.9926 14.3469
C -3.9872 -16.0083 12.9722
C -5.1937 -15.7029 12.3532
C -6.2759 -15.3413 13.1347
C -9.0460 -15.5116 14.6855
C -8.9453 -16.7454 14.0497
C -10.0265 -17.3055 13.3783
C -11.2585 -16.6755 13.3963
C -11.3996 -15.4923 14.1183
C -10.3074 -14.9122 14.7515
H -8.8028 -12.7219 15.0525
H -7.4071 -12.3684 15.9638
H -5.0512 -12.2597 13.2315
H -5.2023 -12.9466 14.7774
H -6.2840 -7.9276 13.9293
H -5.9092 -6.5621 11.8602
H -4.4048 -7.3731 10.1409
H -3.2678 -9.5553 10.3793
H -3.5586 -10.8883 12.4191
H -7.9529 -10.0922 13.7362
H -10.0312 -9.3191 14.7685
H -10.0768 -8.5739 17.1622
H -7.9978 -8.7101 18.4923
H -5.9319 -9.5628 17.4695
H -9.6927 -12.5764 13.3934
H -10.7304 -12.3507 11.2300
H -9.3452 -12.1341 9.1556
H -6.8774 -12.1167 9.3544
H -5.8247 -12.2286 11.4730
H -4.9004 -15.5813 16.2016
H -2.9546 -16.2049 14.8405
H -3.1205 -16.2659 12.3809
H -5.2970 -15.7458 11.2771
H -7.2339 -15.1341 12.6548
H -7.9800 -17.2397 14.0172
H -9.9237 -18.2397 12.8356
H -12.0981 -17.1305 12.8828
H -12.3698 -15.0173 14.1583
H -10.4585 -13.9983 15.2794
I -4.1906 -10.5856 20.1312
C -6.1956 -11.2353 20.2702
C -7.0160 -10.6406 21.2172
C -8.3414 -11.0301 21.2590
C -8.7883 -12.0048 20.3784
C -7.8753 -12.5312 19.4672
N -6.6017 -12.1522 19.4108
H -6.6553 -9.8772 21.8983
H -9.0069 -10.5925 21.9906
H -9.8212 -12.3405 20.3743
H -8.1543 -13.2981 18.7361
S -2.7252 -14.5123 17.9371
Sb -3.8782 -15.8380 19.3711
C -2.4299 -17.2566 19.8661
C -2.7026 -18.6039 19.8926
C -1.6507 -19.4977 20.0338
C -0.3519 -19.0124 20.1646
C -0.0875 -17.6530 20.1246
C -1.1382 -16.7702 19.9726
C -4.4382 -14.7456 21.0639
C -5.6989 -14.7649 21.6591
C -5.9594 -13.8842 22.7055
C -4.9567 -13.1058 23.2371
C -3.6675 -13.1598 22.7007
C -3.4197 -13.9579 21.5945
C -5.5045 -16.8911 18.5636
C -5.1923 -17.9006 17.6622
C -6.2116 -18.5440 16.9588
C -7.5291 -18.1881 17.1801
C -7.8440 -17.1873 18.0734
C -6.8293 -16.5176 18.7420
H -3.7030 -18.9757 19.7844
H -1.8300 -20.5745 20.0422
H 0.4745 -19.6938 20.2628
H 0.9191 -17.2975 20.2420
H -0.9585 -15.7037 19.8830
H -6.4976 -15.3897 21.2869
H -6.9335 -13.8922 23.1704
H -5.1662 -12.5133 24.1160
H -2.8632 -12.5834 23.1417
H -2.4411 -13.9668 21.1280
H -4.1553 -18.1828 17.5314
H -5.9670 -19.3316 16.2468
H -8.3054 -18.7138 16.6409
H -8.8648 -16.8603 18.2224
H -7.0901 -15.7089 19.4059
*
```


3.
Here is a molecular structure, C55H49N7O6Pd from the OMol25 dataset. Energies are from the ωB97M-V functional and the def2-TZVPD basis.

Values from the calculation:
M: 1010.46 g mol⁻¹
HOMO (spin up / spin down): -0.4357 / -0.4560 Eh
E_LUMO (spin up / spin down): -0.23268 / -0.29324 Eh
Kohn-Sham gap (spin up / spin down): 5.5257 / 4.4298 eV
ΔE to the lowest compared entry with this formula, charge and spin: 0.000 eV
⟨S²⟩: 6.10

```
! wB97M-V def2-TZVPD RIJCOSX def2/J DEFGRID3
* xyz 2 5
Pd 0.1547 -1.8475 -0.6688
C -9.5621 -3.2325 -1.6966
O -8.8328 -2.0059 -1.7258
C -7.5050 -2.0499 -1.5581
C -6.8492 -0.8122 -1.5837
C -5.4851 -0.7517 -1.4338
C -4.7304 -1.9160 -1.2250
C -5.3973 -3.1393 -1.1884
C -6.7684 -3.2199 -1.3683
C -3.2734 -1.8533 -1.0396
C -2.4933 -1.2625 -2.0523
C -3.0262 -0.7576 -3.2752
C -1.9751 -0.3620 -4.0357
C -0.7918 -0.6489 -3.2922
N -1.1288 -1.1838 -2.0813
C 0.4964 -0.5801 -3.8438
C 1.6465 -1.0827 -3.2090
C 2.9588 -1.0579 -3.7800
C 3.7986 -1.5994 -2.8678
C 3.0115 -1.9387 -1.7202
C 3.5485 -2.4168 -0.5269
C 4.9904 -2.7389 -0.5008
C 5.4947 -3.7522 -1.3081
C 6.8391 -4.0955 -1.2729
C 7.7022 -3.3984 -0.4286
O 9.0192 -3.6387 -0.3163
C 9.5712 -4.7234 -1.0584
C 7.2071 -2.3605 0.3686
C 5.8683 -2.0465 0.3414
C 2.7852 -2.6307 0.6464
N 1.4420 -2.5270 0.7421
C 1.1104 -2.9121 2.0246
C -0.1646 -3.1120 2.5142
C -0.3267 -3.6195 3.8964
C 0.0857 -4.8992 4.2432
C -0.0923 -5.3826 5.5330
C -0.6761 -4.5638 6.4976
O -0.8866 -4.9200 7.7755
C -0.4750 -6.2199 8.1891
C -1.0900 -3.2717 6.1559
C -0.9256 -2.8129 4.8684
C -1.3460 -2.9152 1.7563
C -2.6488 -3.2033 2.2303
C -3.5188 -2.8599 1.2350
C -2.7418 -2.3893 0.1436
N -1.4092 -2.4213 0.4866
C 2.3076 -3.2056 2.7548
C 3.3411 -3.0614 1.8929
N 1.7028 -1.5992 -1.9491
C 0.6427 0.0029 -5.1890
C 0.2325 1.3200 -5.4361
C 0.3310 1.8657 -6.6940
C 0.8156 1.0943 -7.7566
O 0.8516 1.7053 -8.9496
C 1.2471 0.9445 -10.0897
C 1.2283 -0.2186 -7.5273
C 1.1470 -0.7468 -6.2482
H -10.6033 -2.9603 -1.8309
H -9.4356 -3.7338 -0.7358
H -9.2467 -3.8870 -2.5107
H -7.4405 0.0826 -1.7201
H -4.9934 0.2135 -1.4413
H -4.8312 -4.0528 -1.0533
H -7.2481 -4.1865 -1.3663
H -4.0661 -0.7502 -3.5492
H -2.0032 0.0383 -5.0337
H 3.2081 -0.6369 -4.7380
H 4.8659 -1.7186 -2.9361
H 4.8298 -4.2955 -1.9689
H 7.1988 -4.8949 -1.9019
H 10.6175 -4.7750 -0.7766
H 9.4936 -4.5396 -2.1315
H 9.0756 -5.6611 -0.8015
H 7.8987 -1.8159 0.9965
H 5.4990 -1.2367 0.9590
H 0.5394 -5.5394 3.4966
H 0.2210 -6.3876 5.7708
H -0.7144 -6.2836 9.2453
H 0.5997 -6.3505 8.0505
H -1.0202 -6.9927 7.6440
H -1.5360 -2.6510 6.9207
H -1.2497 -1.8103 4.6137
H -2.8776 -3.6042 3.2026
H -4.5932 -2.9060 1.2599
H 2.3398 -3.5016 3.7891
H 4.3872 -3.2286 2.0796
H -0.1453 1.9252 -4.6206
H 0.0391 2.8884 -6.8884
H 1.0879 1.5910 -10.9460
H 0.6337 0.0478 -10.1889
H 2.3025 0.6738 -10.0265
H 1.6115 -0.8295 -8.3302
H 1.4565 -1.7718 -6.0839
C -1.6354 1.9887 3.2363
C -2.3494 0.9348 2.4191
N -1.3857 0.3167 1.5239
C -0.3580 0.9599 0.9400
N 0.4447 0.3095 0.1082
C 1.5221 1.0473 -0.5500
C 1.1540 2.5052 -0.7433
C 0.8291 3.0905 0.6057
N -0.1696 2.2590 1.2673
C -0.9634 2.9545 2.2860
H -0.8941 1.5151 3.8831
H -2.3381 2.5305 3.8678
H -3.1793 1.3789 1.8601
H -2.7593 0.1493 3.0535
H -1.5455 -0.6225 1.2075
H 1.7297 0.6016 -1.5149
H 2.4402 0.9634 0.0444
H 0.2837 2.5772 -1.4016
H 1.9771 3.0488 -1.2068
H 0.4151 4.0963 0.5187
H 1.7271 3.1552 1.2289
H -1.7074 3.5849 1.7884
H -0.2842 3.6160 2.8258
O -0.0887 -4.3765 -1.7219
O 0.8966 -4.7863 -2.2660
*
```


4.
Here is a molecular structure, C55H50AsF3NiO4PSb2Se at a distorted geometry from the OMol25 dataset. Energies are from the ωB97M-V functional and the def2-TZVPD basis.

Values from the calculation:
M: 1319.06 g mol⁻¹
HOMO (spin up / spin down): -0.1623 / -0.1747 Eh
E_LUMO (spin up / spin down): 0.07999 / 0.05792 Eh
Kohn-Sham gap (spin up / spin down): 6.5917 / 6.3300 eV
ΔE to the lowest compared entry with this formula, charge and spin: 0.409 eV
⟨S²⟩: 2.08

```
! wB97M-V def2-TZVPD RIJCOSX def2/J DEFGRID3
* xyz -1 3
Ni -0.2905 0.3682 0.8151
C -3.6526 -1.9680 2.0049
C -4.5057 -0.7310 2.2236
C -3.6799 0.5408 2.1470
Sb -2.8555 0.9680 0.1777
C -3.3450 3.1054 0.3254
C -3.7542 3.7910 -0.8096
C -4.1208 5.1242 -0.7365
C -4.0748 5.7893 0.4764
C -3.6388 5.1215 1.6071
C -3.2638 3.7924 1.5295
C -4.8104 0.7616 -0.7802
C -4.9923 0.0814 -1.9685
C -6.2528 -0.0290 -2.5354
C -7.3453 0.5426 -1.9074
C -7.1662 1.2396 -0.7249
C -5.9032 1.3518 -0.1754
Sb -3.2134 -2.3270 -0.0877
C -5.0323 -3.5586 -0.1613
C -6.2684 -2.9701 -0.3712
C -7.4355 -3.7136 -0.3037
C -7.3803 -5.0690 -0.0243
C -6.1510 -5.6710 0.1824
C -4.9922 -4.9168 0.1142
C -1.8926 -4.0056 0.1622
C -1.0880 -3.9779 1.4015
C 0.3057 -4.5888 1.2651
C 0.5014 -5.5514 0.1368
C -0.3952 -5.6440 -0.8454
C -1.5513 -4.7737 -0.8778
H -4.1446 -2.8655 2.3896
H -2.7129 -1.8328 2.5270
H -4.9464 -0.7838 3.2296
H -5.3391 -0.6997 1.5069
H -2.8245 0.4637 2.8194
H -4.2814 1.4120 2.4218
H -3.7859 3.2695 -1.7599
H -4.4444 5.6465 -1.6263
H -4.3666 6.8287 0.5375
H -3.5883 5.6418 2.5537
H -2.8716 3.2851 2.4039
H -4.1388 -0.3754 -2.4620
H -6.3846 -0.5703 -3.4626
H -8.3323 0.4509 -2.3409
H -8.0135 1.6949 -0.2304
H -5.7644 1.9107 0.7377
H -6.3185 -1.9123 -0.5855
H -8.3898 -3.2274 -0.4594
H -8.2902 -5.6527 0.0373
H -6.0916 -6.7284 0.4098
H -4.0333 -5.3892 0.2825
H -1.6928 -4.2575 2.2654
H 0.6964 -5.0243 2.1970
H 1.3914 -6.1607 0.1566
H -0.2507 -6.3363 -1.6652
H -2.1536 -4.7520 -1.7804
Se -0.1404 2.5495 0.5437
O -0.6015 0.0879 2.7481
O 0.1056 -0.9469 3.4039
F 1.9406 -1.0205 1.6110
C -0.1157 -2.2129 3.0194
F -1.1598 -2.7423 3.7849
F 0.9511 -2.8953 3.5270
C -0.3316 -2.6066 1.5045
O 0.8957 -3.2935 1.0661
O -0.7446 -1.6340 0.7314
C 3.9115 0.0184 0.6585
C 4.8889 1.0797 0.2000
As 4.7930 1.5582 -1.7253
C 6.0592 3.0687 -1.5691
C 5.6932 4.2646 -2.1819
C 6.4687 5.4042 -2.0590
C 7.6372 5.3659 -1.3186
C 8.0150 4.1863 -0.7000
C 7.2284 3.0539 -0.8179
C 5.9831 0.1181 -2.3663
C 5.4052 -1.1301 -2.5913
C 6.1625 -2.1954 -3.0464
C 7.5124 -2.0253 -3.3060
C 8.0975 -0.7883 -3.1000
C 7.3354 0.2735 -2.6434
P 2.0696 0.3735 0.8708
C 2.3427 1.6067 2.2253
C 2.2526 1.2076 3.5482
C 2.4969 2.1342 4.5497
C 2.8501 3.4335 4.2335
C 2.9626 3.8186 2.9059
C 2.7011 2.9099 1.8982
C 1.5824 0.0765 -0.9082
C 1.3059 -1.2299 -1.3026
C 0.9016 -1.4662 -2.6050
C 0.8264 -0.4282 -3.5191
C 1.1838 0.8577 -3.1401
C 1.5512 1.1189 -1.8340
H 4.1910 -0.3096 1.6710
H 3.9614 -0.8638 0.0072
H 5.9021 0.7133 0.3982
H 4.7525 1.9989 0.7777
H 4.7711 4.2940 -2.7536
H 6.1606 6.3243 -2.5359
H 8.2510 6.2505 -1.2234
H 8.9253 4.1498 -0.1174
H 7.5332 2.1473 -0.3098
H 4.3430 -1.2641 -2.4138
H 5.6986 -3.1607 -3.2014
H 8.1025 -2.8515 -3.6786
H 9.1529 -0.6500 -3.2960
H 7.8043 1.2392 -2.5049
H 1.9546 0.2015 3.7947
H 2.3993 1.8322 5.5831
H 3.0273 4.1541 5.0190
H 3.2346 4.8334 2.6525
H 2.7264 3.2214 0.8613
H 1.3635 -2.0391 -0.5904
H 0.6447 -2.4729 -2.9015
H 0.4851 -0.6159 -4.5271
H 1.1565 1.6683 -3.8540
H 1.7589 2.1337 -1.5125
*
```